1.
90
Properties=species:S:1:pos:R:3:forces:R:3:mulliken_charge:R:1 method="wB97M-V/def2-TZVPD" charge=-2 orbital_gap_ev="5.97 / 4.64" spin_multiplicity=2 s_squared=0.83 e_homo_ev="-3.15 / -3.15"
Cs -0.20605 0.39507 -1.29861 -0.47 1.38 1.44 1.583
O -1.58009 3.78661 -4.41490 0.00 -0.06 -0.09 -0.763
C -1.84963 2.60606 -4.12807 -0.48 0.38 0.32 0.028
O -2.70423 2.17291 -3.30700 0.27 -0.17 -0.11 -0.701
C -1.08597 1.53797 -4.88375 0.28 -0.63 0.03 0.237
C -1.15078 1.45086 -6.27140 -0.06 0.26 0.00 -0.473
C -0.54254 0.38684 -6.91015 0.03 -0.06 0.00 -0.407
C 0.13194 -0.55893 -6.15427 0.03 -0.03 -0.06 -0.645
C 0.20406 -0.38069 -4.77979 -0.17 0.29 0.08 0.080
N -0.40015 0.64378 -4.15859 -0.02 -0.14 -0.73 0.445
C 0.94911 -1.39883 -3.90507 0.22 -0.25 0.31 -0.117
O 1.08473 -2.53662 -4.38815 0.02 -0.01 -0.17 -0.804
O 1.32653 -0.98711 -2.77479 0.52 -0.78 -1.22 -0.667
H -1.67635 2.22648 -6.81404 0.00 -0.02 -0.02 0.447
H -0.59922 0.28912 -7.98939 0.00 0.00 -0.01 0.373
H 0.59861 -1.43263 -6.58705 0.01 0.00 0.01 0.505
C -1.43110 0.08447 3.82090 -0.07 -0.02 0.10 -1.171
C 0.01118 0.41088 3.58208 -0.14 0.06 0.03 0.630
C 1.15329 -0.03788 4.27739 0.05 -0.02 -0.17 -1.279
C 2.20254 0.58378 3.62703 0.00 0.03 0.18 -0.213
N 1.69254 1.34485 2.64436 -0.02 0.06 -0.14 1.312
N 0.34630 1.24487 2.60854 0.15 -0.13 -0.07 -1.036
B 2.47476 2.22017 1.61650 0.14 -0.11 0.27 -0.507
N 1.66849 3.41377 1.15345 -0.21 0.11 -0.10 1.086
C 1.72789 4.68017 1.61617 -0.01 -0.08 0.03 -0.323
C 0.75203 5.40543 0.97513 -0.03 0.00 -0.04 -1.458
C 0.12875 4.47519 0.11245 -0.05 -0.06 -0.18 0.546
C -1.00435 4.68643 -0.84347 -0.06 0.12 0.00 -1.150
N 0.69089 3.28515 0.22704 -0.01 0.04 0.20 -0.335
N 2.89195 1.36577 0.41273 -0.06 0.23 -0.16 1.953
C 3.17217 0.04320 0.38778 -0.10 -0.03 0.03 -0.944
C 3.55493 -0.29260 -0.88532 0.03 0.01 0.00 -0.872
C 3.49162 0.92317 -1.59710 -0.08 0.10 -0.11 0.541
C 3.69665 1.15539 -3.05873 0.10 -0.03 -0.04 -1.316
N 3.10379 1.91895 -0.81326 0.14 -0.29 0.32 -1.065
N 3.76259 2.73029 2.34422 -0.05 -0.01 -0.08 1.122
C 4.92268 2.99845 1.71990 0.07 -0.03 0.00 -0.343
C 5.75926 3.62194 2.62240 -0.04 -0.04 -0.05 -1.208
C 4.99323 3.69919 3.80041 0.00 0.01 0.15 0.728
C 5.38108 4.25309 5.13629 0.05 0.07 0.01 -1.265
N 3.79112 3.16901 3.62568 0.01 0.00 -0.17 -1.255
H -1.55247 -0.49470 4.73855 0.02 0.00 -0.01 0.315
H -2.02350 0.99575 3.91182 0.03 0.03 0.00 0.356
H -1.86271 -0.49319 3.00003 0.07 -0.01 -0.04 0.064
H 1.20587 -0.68281 5.13995 -0.02 -0.03 -0.02 0.389
H 3.26099 0.59191 3.83004 -0.03 -0.05 0.00 0.582
H 2.45000 4.95786 2.36635 -0.01 0.02 0.00 0.493
H 0.52563 6.45268 1.09395 0.00 0.00 -0.01 0.356
H -1.21620 5.75118 -0.96109 0.02 -0.01 0.02 0.318
H -0.79949 4.28363 -1.83564 0.04 -0.02 0.02 0.188
H -1.91899 4.20486 -0.49187 0.02 -0.02 0.02 0.224
H 3.04749 -0.56314 1.27042 0.06 0.00 0.03 0.660
H 3.75383 -1.27404 -1.27950 0.00 0.01 -0.02 0.403
H 4.34752 0.39244 -3.48846 0.00 0.00 0.02 0.373
H 2.74185 1.09683 -3.58238 -0.02 -0.01 0.01 -0.026
H 4.13309 2.13936 -3.23647 -0.02 0.00 0.02 0.401
H 5.04791 2.73766 0.68071 0.03 0.02 0.01 0.457
H 6.76565 3.96902 2.45469 0.00 0.01 0.01 0.381
H 6.17414 4.99669 5.03630 -0.01 -0.01 -0.02 0.330
H 4.52439 4.73001 5.61275 -0.02 -0.03 0.00 0.339
H 5.74417 3.47391 5.81126 -0.01 -0.03 -0.02 0.218
N -6.43453 -8.80733 1.90264 -0.02 -0.01 0.01 -0.567
C -5.86014 -7.85581 1.60899 0.11 0.27 -0.06 -0.048
C -5.12634 -6.66528 1.23752 -0.15 -0.37 0.08 0.648
C -5.71212 -5.40971 1.36181 0.02 0.07 -0.01 -0.862
C -4.99109 -4.28404 0.99974 -0.10 0.01 0.04 -0.007
C -3.68865 -4.39768 0.52462 0.17 0.11 -0.09 -0.173
C -3.11479 -5.65982 0.40305 -0.04 -0.14 0.04 -0.034
C -3.82780 -6.79443 0.75396 0.13 0.11 -0.05 -0.905
C -2.89815 -3.18642 0.14240 -0.22 -0.06 0.02 1.178
C -1.76744 -2.91062 0.90534 0.29 0.02 0.23 0.024
C -1.35241 -3.62309 2.12177 -0.23 -0.01 -0.20 -0.903
C -0.18601 -3.07339 2.49494 0.26 0.35 -0.14 -1.012
C 0.10163 -2.02352 1.48965 0.04 -0.26 0.40 -0.329
N -0.82439 -1.93495 0.59398 -0.26 -0.18 -0.11 0.241
C -3.35005 -2.45424 -0.95929 -0.19 0.05 -0.26 -0.035
C -4.41617 -2.87517 -1.88068 0.15 -0.09 0.26 -0.747
C -4.49248 -1.91731 -2.81639 0.23 0.42 -0.14 -1.024
C -3.48017 -0.89237 -2.44264 -0.29 -0.10 -0.11 -0.148
N -2.84135 -1.22858 -1.36608 0.08 -0.19 0.26 -0.114
H -6.72007 -5.31851 1.74313 0.00 -0.01 -0.01 0.433
H -5.43863 -3.30238 1.09019 0.02 0.00 0.00 0.519
H -2.10331 -5.74552 0.02732 -0.01 0.00 -0.01 0.558
H -3.38202 -7.77478 0.65511 -0.02 -0.01 0.00 0.432
H -1.90429 -4.40719 2.61500 0.01 -0.01 -0.01 0.530
H 0.42570 -3.30604 3.35223 0.00 0.00 0.00 0.449
H 0.97362 -1.38112 1.47299 -0.05 0.00 0.01 0.280
H -4.97493 -3.79541 -1.82232 0.00 -0.01 -0.01 0.476
H -5.13089 -1.88141 -3.68534 -0.01 0.00 0.01 0.424
H -3.26618 0.05621 -2.94256 -0.03 -0.02 -0.03 0.598



2.
86
Properties=species:S:1:pos:R:3:forces:R:3:mulliken_charge:R:1 method="wB97M-V/def2-TZVPD" charge=-1 orbital_gap_ev=5.98 e_homo_ev=-4.37
In -0.70824 0.31720 1.01274 -0.37 0.02 -0.06 1.016
C 1.56371 -0.10988 -5.42897 -0.04 -0.01 0.03 -0.607
C 0.35556 0.15763 -4.79450 0.03 0.01 0.03 -0.634
C 0.31537 0.43651 -3.43754 -0.03 0.04 -0.08 0.253
C 1.47945 0.47871 -2.66401 0.07 0.19 0.12 -1.646
C 2.69146 0.20107 -3.31809 0.01 -0.03 0.06 0.156
C 2.72948 -0.09063 -4.67397 0.00 0.01 0.01 -0.794
N 1.39884 0.65089 -1.27862 0.07 -0.20 -0.17 1.685
C 2.18011 1.52942 -0.67477 -0.03 0.09 0.00 0.313
C 2.87818 2.59466 -1.36628 -0.11 -0.20 -0.02 -0.790
C 3.75677 3.41746 -0.74215 0.07 0.01 0.24 -0.636
C 4.02891 3.28561 0.64772 0.06 0.11 -0.21 -0.842
C 3.33527 2.35932 1.36053 -0.37 -0.26 0.03 -0.705
C 2.36674 1.51225 0.75297 0.19 0.17 0.06 -0.149
N 1.57563 0.67612 1.52129 0.12 -0.04 0.27 1.468
N 1.94361 0.45363 2.70714 0.23 0.11 -0.19 -1.343
C 1.13974 -0.42819 3.45514 -0.12 -0.15 -0.01 0.207
C 1.25689 -0.39223 4.83940 0.06 0.08 0.02 -0.757
C 0.49297 -1.27169 5.58133 -0.04 -0.03 0.04 -0.222
C -0.33034 -2.17997 4.92802 0.06 0.02 0.03 -0.994
C -0.37596 -2.14128 3.54543 0.07 0.01 -0.10 -0.428
N 0.34099 -1.28158 2.82108 0.05 0.18 0.16 0.179
H 1.59460 -0.33654 -6.48773 0.00 0.02 0.02 0.385
H -0.56826 0.15022 -5.36175 -0.01 -0.01 0.01 0.482
H -0.62691 0.62052 -2.94435 -0.14 0.07 0.03 0.344
H 3.61053 0.20528 -2.74209 -0.01 0.03 0.01 0.462
H 3.68196 -0.30587 -5.14541 0.00 0.00 0.01 0.373
H 2.65747 2.73622 -2.41461 0.01 -0.03 -0.05 0.455
H 4.23742 4.20998 -1.30602 0.00 -0.03 -0.01 0.386
H 4.73445 3.94498 1.13626 -0.02 0.00 -0.01 0.375
H 3.45718 2.27955 2.43023 0.01 -0.02 0.06 0.452
H 1.90137 0.34446 5.29869 0.00 -0.02 -0.02 0.531
H 0.52271 -1.23828 6.66329 0.00 -0.01 -0.01 0.389
H -0.95295 -2.87421 5.47488 -0.01 -0.01 -0.01 0.446
H -1.02714 -2.80178 2.98382 -0.03 0.04 -0.02 0.568
Br -5.15965 -1.72127 6.13942 0.02 0.00 -0.01 -0.206
C -3.86163 -0.75233 5.15894 0.07 0.05 -0.03 0.257
C -3.17245 0.29991 5.73833 0.01 -0.08 -0.08 0.265
Br -3.49386 0.79214 7.53775 -0.01 0.00 -0.01 -0.206
C -2.21909 0.99949 4.98159 0.04 0.04 -0.01 -0.017
Br -1.18012 2.39636 5.73163 -0.03 -0.01 -0.01 -0.167
C -1.94373 0.68681 3.65208 0.04 -0.02 0.11 0.143
O -1.02388 1.28617 2.95334 0.02 -0.08 -0.08 -0.576
C -2.66799 -0.40117 3.04953 0.08 -0.10 -0.10 -0.449
O -2.36753 -0.75022 1.82251 -0.06 0.09 0.14 -0.238
C -3.59146 -1.09465 3.82247 -0.01 0.01 0.00 -0.096
Br -4.41487 -2.58414 2.98652 0.00 0.02 0.02 -0.193
Br -3.21433 0.02687 -0.99640 0.02 -0.06 -0.10 -0.014
C -2.74534 1.66341 -1.83010 0.12 -0.02 0.06 0.570
C -3.36955 1.96396 -3.00514 0.00 0.06 -0.05 -0.492
C -3.11126 3.19462 -3.64275 -0.02 -0.05 -0.02 -0.762
C -2.27299 4.09326 -3.05579 -0.02 0.02 0.01 -0.867
C -1.63013 3.80063 -1.82763 -0.02 -0.09 0.03 0.994
C -0.81025 4.77512 -1.21015 0.01 0.03 -0.04 -0.974
C -0.22557 4.51995 -0.00880 0.02 -0.02 0.06 -1.042
C -0.36751 3.24855 0.58939 -0.06 0.00 -0.02 -0.208
C -1.09183 2.23453 0.00733 0.03 -0.24 -0.15 0.454
C -1.81058 2.53430 -1.19364 0.10 0.10 -0.02 0.097
H -4.07383 1.26310 -3.43261 0.01 0.00 0.00 0.457
H -3.59754 3.42099 -4.58368 -0.01 0.00 0.02 0.387
H -2.09506 5.06026 -3.51360 0.02 -0.02 0.01 0.366
H -0.67445 5.72885 -1.70817 -0.01 0.00 0.01 0.335
H 0.37771 5.27652 0.47899 0.00 -0.01 0.01 0.420
H 0.12302 3.07613 1.54107 0.02 0.02 -0.03 0.464
C -2.02458 -2.79226 -3.55994 0.05 0.01 0.05 -0.765
C -0.79279 -3.62741 -3.22238 -0.03 0.09 0.02 -0.345
C -0.47093 -3.61413 -1.72755 -0.02 -0.02 -0.01 -0.985
S 0.29005 -2.02063 -1.30012 -0.09 0.07 0.17 1.303
O -0.29815 -1.67909 0.06133 -0.12 0.01 -0.10 -1.179
C 1.98867 -2.57577 -0.95924 -0.12 -0.02 -0.01 -0.892
C 2.19068 -3.01771 0.48299 0.04 -0.09 0.00 0.302
C 1.71442 -4.43085 0.80671 -0.03 0.04 0.00 -1.532
H -2.15758 -2.70114 -4.63839 0.00 -0.02 0.00 0.377
H -1.94015 -1.78303 -3.14752 0.01 -0.05 -0.04 -0.085
H -2.92562 -3.24439 -3.13972 0.01 0.03 0.01 0.337
H 0.06835 -3.24308 -3.77960 0.03 -0.04 0.00 0.183
H -0.93239 -4.66241 -3.54149 -0.02 -0.01 -0.02 0.422
H 0.19541 -4.42807 -1.44825 -0.05 0.01 0.04 0.427
H -1.36805 -3.65391 -1.10612 -0.01 -0.04 -0.04 0.341
H 2.59715 -1.70456 -1.17942 0.06 0.15 -0.04 0.048
H 2.20939 -3.35448 -1.69587 0.03 0.04 0.03 0.721
H 1.66751 -2.31477 1.13049 0.04 0.08 0.03 -0.394
H 3.25572 -2.91962 0.70520 0.03 -0.05 -0.03 0.609
H 0.62408 -4.48351 0.84276 0.03 0.01 -0.03 0.252
H 2.08466 -4.74082 1.78512 -0.02 0.01 -0.01 0.428
H 2.07236 -5.15609 0.06944 0.00 0.00 0.02 0.346



3.
89
Properties=species:S:1:pos:R:3:forces:R:3:mulliken_charge:R:1 method="wB97M-V/def2-TZVPD" charge=-1 orbital_gap_ev="4.25 / 7.64" spin_multiplicity=2 s_squared=0.77 e_homo_ev="-2.14 / -5.53"
Zr -3.02778 -0.85402 -0.86734 0.45 -0.96 -0.50 1.135
O -2.36330 -2.98010 -0.32482 0.82 0.59 1.58 -0.245
C -2.78844 -3.40295 0.97945 0.32 -0.19 0.58 -0.655
C -2.66185 -2.16634 1.86008 -0.51 -1.05 0.69 0.852
C -3.12903 -2.10494 3.14967 0.45 -0.98 -0.43 -0.549
C -2.82766 -0.97116 3.91758 -0.51 -0.33 1.19 -0.805
C -1.92421 -0.02074 3.40599 0.23 1.71 -0.91 -0.734
C -1.70701 -0.04618 2.04841 1.51 0.98 0.14 -0.466
N -2.11157 -1.07936 1.24644 -0.82 0.98 -1.72 0.313
H -2.60792 -3.53904 -1.05534 -0.80 -1.13 -0.86 -0.012
H -2.12814 -4.25104 1.35641 -0.81 0.93 -0.62 0.367
H -3.85831 -3.67800 1.01136 0.49 -0.34 -0.38 0.123
H -3.58431 -3.01239 3.60540 0.12 0.79 -0.36 0.330
H -3.29297 -0.87689 4.88782 0.26 0.09 0.20 0.391
H -1.50547 0.85141 3.98735 -0.63 -1.20 -0.58 0.307
H -1.10881 0.71533 1.47724 -0.59 -0.63 0.99 0.409
O -0.27391 -1.81765 -3.77137 -1.12 0.95 0.58 -0.665
C -1.15168 -1.22021 -3.17669 0.80 -0.72 1.45 0.860
O -1.24293 -1.10466 -1.82929 0.68 -0.22 -1.27 0.057
C -2.32872 -0.45573 -3.75423 -2.57 0.33 0.53 0.156
O -2.24644 0.22781 -4.73712 0.00 -0.21 -0.03 -0.610
O -3.46667 -0.57697 -2.96628 2.35 0.36 -0.34 -0.725
O -4.67889 -2.08307 -0.75847 -1.87 -0.50 0.72 -0.529
N -5.75201 -2.67262 -1.32007 1.13 -1.06 -1.31 0.171
C -7.02270 -2.63679 -0.77663 1.40 1.65 -0.04 -0.191
C -8.07023 -2.83892 -1.62039 -1.10 -0.62 0.25 -0.592
C -7.86251 -3.32116 -2.92658 0.35 -0.18 0.31 -0.193
C -6.58912 -3.74471 -3.28386 -1.58 0.83 -0.30 -0.647
C -5.44930 -3.44648 -2.45427 0.00 -0.29 -0.44 0.344
S -3.86064 -3.98124 -2.87982 -1.24 0.50 0.40 -0.396
H -7.05139 -2.22480 0.24518 -0.10 -0.26 -0.71 0.394
H -9.11679 -2.77097 -1.30368 0.62 0.24 0.30 0.336
H -8.78228 -3.38349 -3.55290 1.18 -0.26 0.21 0.322
H -6.56910 -4.18567 -4.28605 1.00 0.02 0.58 0.334
N 2.73446 1.22423 0.37334 0.41 -1.31 -0.26 -0.064
P 2.49266 1.54846 2.03499 -1.64 -0.91 -0.28 0.185
C 3.20277 3.19989 2.13854 0.03 1.34 0.53 0.366
C 2.38538 4.26094 2.59845 1.81 -0.26 -1.05 -0.625
C 2.82408 5.59566 2.44859 -0.18 -1.52 0.35 -0.514
C 3.94337 5.84818 1.69009 0.23 -0.14 0.33 -0.391
C 4.70213 4.79260 1.14299 0.84 1.71 -0.33 -0.872
C 4.41950 3.50693 1.50853 0.38 -2.30 -1.04 -0.010
C 3.49658 0.40845 3.08619 1.59 1.03 0.83 0.349
C 4.39899 0.93874 4.06335 -0.29 -1.80 -1.08 -0.558
C 5.25516 0.03625 4.72485 0.20 0.01 0.01 -0.529
C 5.12524 -1.34424 4.59424 -1.24 0.18 -1.42 -0.408
C 4.14326 -1.86203 3.70238 0.88 0.64 0.66 -0.568
C 3.39049 -0.98154 2.94514 -0.74 0.52 -0.22 -0.371
P 1.46862 0.37345 -0.64964 2.02 -0.24 1.55 0.629
C 1.70893 1.48413 -1.99445 -0.08 1.13 -2.74 0.796
C 1.87605 2.89438 -1.74750 0.22 -2.21 -1.72 -0.760
C 2.15786 3.72349 -2.84797 -0.42 -0.51 1.86 -0.377
C 2.19945 3.20959 -4.13442 -0.95 2.42 -0.62 -0.723
C 1.83763 1.93323 -4.38648 0.42 -1.37 1.65 -0.620
C 1.66160 0.99842 -3.34154 0.05 1.82 -0.07 -0.653
C 2.60744 -1.01763 -1.22226 -0.19 0.84 0.95 0.731
C 3.85744 -0.87036 -1.83724 0.78 -0.34 -1.26 -0.477
C 4.70371 -1.96613 -1.96998 0.45 -1.71 1.82 -0.790
C 4.48371 -3.19236 -1.24186 -1.51 1.55 -0.45 -0.506
C 3.23598 -3.30332 -0.60147 -0.05 0.41 -0.12 -0.684
C 2.31289 -2.21634 -0.61163 1.19 -1.25 -0.07 -0.630
H 3.69871 1.15447 -0.04973 -1.36 0.17 0.74 0.185
H 1.42838 4.03168 2.98411 -0.81 -0.16 0.59 0.515
H 2.29397 6.35152 2.99208 -0.23 0.54 -0.17 0.406
H 4.28458 6.87318 1.63008 0.04 0.01 -0.45 0.378
H 5.51510 5.10845 0.44385 -0.49 -0.74 0.86 0.329
H 5.04203 2.59261 1.16639 -0.84 1.86 0.45 0.275
H 4.44012 2.00169 4.20242 0.32 0.31 0.07 0.443
H 6.15050 0.34412 5.27210 -0.62 0.44 0.19 0.308
H 5.80788 -1.99364 5.11011 0.10 -0.22 0.13 0.376
H 4.03028 -2.92745 3.56079 -0.04 -0.06 0.07 0.390
H 2.61714 -1.31093 2.24657 0.41 -0.32 0.08 0.308
H 1.82958 3.13168 -0.69603 0.12 0.84 -0.15 0.355
H 2.24294 4.76465 -2.61647 0.29 0.57 -0.30 0.427
H 2.19737 3.89999 -5.00992 0.52 -0.41 0.86 0.242
H 1.77043 1.68174 -5.39862 -0.24 -0.90 -1.30 0.511
H 1.47123 -0.00431 -3.70434 -0.09 -0.29 0.84 0.379
H 4.26663 0.03937 -2.31105 -0.89 -0.19 0.34 0.359
H 5.67746 -1.94636 -2.44921 -0.17 0.63 -0.21 0.342
H 5.27136 -3.94899 -1.18805 -0.49 0.13 -0.15 0.367
H 2.90849 -4.19782 -0.06275 0.43 0.20 -0.15 0.389
H 1.40711 -2.30365 -0.03791 -0.39 -0.14 -0.06 0.658
Cl -5.07393 3.75478 -1.63145 0.32 -0.82 0.56 -0.191
C -4.32611 2.94343 -0.17059 -0.85 1.83 -0.16 -0.045
Cl -3.01648 3.96123 0.40220 0.10 0.08 0.21 -0.158
C -3.89533 1.54565 -0.38897 1.10 -0.45 -0.18 0.764
O -2.65294 1.32570 -0.61050 -1.31 -0.66 -0.07 -0.206
O -4.75927 0.64448 -0.25898 0.99 0.01 -0.36 -0.533
H -5.11052 2.91337 0.57548 -0.06 0.19 0.04 0.313